{"formula": "C20H50N2O4Si2Tl", "method": "ωB97M-V with the def2-TZVPD basis set", "symbols": ["O", "O", "C", "C", "H", "H", "H", "H", "H", "C", "C", "H", "H", "H", "H", "H", "C", "C", "C", "H", "H", "H", "H", "H", "C", "H", "H", "H", "H", "H", "H", "Tl", "C", "Si", "H", "H", "C", "C", "C", "C", "Si", "H", "H", "C", "C", "C", "H", "H", "H", "H", "H", "H", "H", "H", "H", "H", "H", "H", "H", "H", "H", "H", "H", "H", "C", "C", "N", "O", "C", "C", "N", "O", "H", "H", "H", "H", "H", "H", "H"], "coordinates": [[0.19162, 0.59737, -2.83393], [2.45696, 0.30444, -3.20247], [-0.65774, -0.58080, -3.00907], [-2.11058, -0.36850, -2.70021], [-0.23051, -1.38568, -2.39748], [-0.52708, -0.85125, -4.06498], [-2.32328, -0.42026, -1.63366], [-2.63584, -1.17852, -3.20829], [-2.52394, 0.55425, -3.11536], [-0.27228, 1.76614, -2.06663], [-0.33455, 2.97204, -2.95473], [0.42058, 1.90320, -1.23249], [-1.23919, 1.50429, -1.65005], [0.65307, 3.24281, -3.35128], [-0.73031, 3.82362, -2.39795], [-1.00296, 2.79491, -3.80804], [3.37570, 0.79168, -2.15566], [2.98631, -0.44784, -4.34186], [3.14500, 2.26462, -1.92540], [4.39468, 0.56200, -2.50186], [3.18889, 0.19685, -1.24674], [2.85656, 2.77684, -2.85326], [4.05920, 2.71628, -1.53866], [2.36884, 2.40990, -1.17130], [2.84433, 0.32932, -5.63124], [2.41032, -1.37984, -4.38175], [4.03637, -0.66220, -4.11603], [1.82093, 0.68954, -5.80572], [3.10665, -0.33670, -6.44898], [3.52238, 1.18545, -5.66742], [1.28993, 0.47742, -3.06906], [0.64494, -0.87494, 3.29940], [1.94985, -1.12174, 1.62310], [2.40378, -2.76516, 0.77619], [2.91289, -0.57718, 1.81374], [1.38963, -0.44790, 0.90916], [1.47941, -3.10705, -0.81538], [2.11393, -4.19550, 1.94124], [4.16301, -2.55533, 0.13190], [-1.29884, -0.99915, 1.73790], [-2.53379, -1.64348, 2.94705], [-0.88825, -1.60835, 0.92226], [-1.44764, 0.04155, 1.38624], [-1.82287, -3.21580, 3.72282], [-4.22019, -2.00599, 2.21394], [-2.71210, -0.30226, 4.25673], [4.62541, -3.53306, -0.06576], [4.79114, -2.00877, 0.84734], [4.15065, -2.00298, -0.81545], [0.43508, -3.39876, -0.64118], [1.98781, -3.93066, -1.34140], [1.50923, -2.23274, -1.47532], [1.04000, -4.35181, 2.11911], [2.61088, -4.04822, 2.90711], [2.50723, -5.13046, 1.51529], [-4.13013, -2.26337, 1.14892], [-4.88943, -1.13493, 2.30947], [-4.67480, -2.85837, 2.74192], [-3.57413, 0.34341, 4.02738], [-1.83188, 0.35672, 4.33213], [-2.87424, -0.76423, 5.24174], [-2.50932, -3.57897, 4.50001], [-0.84024, -3.08333, 4.20212], [-1.71279, -4.00415, 2.96550], [-3.65687, 3.74093, 2.38176], [-2.58548, 2.81495, 1.93932], [-2.95101, 1.72801, 1.26021], [-4.36127, 1.70450, 1.30775], [-1.19867, 2.96358, 2.29032], [-0.70026, 4.08076, 3.11975], [-0.38291, 1.93242, 1.90676], [0.66782, 1.79780, 2.63697], [-4.27387, 4.03393, 1.52259], [-3.23756, 4.64142, 2.83522], [-4.30600, 3.25694, 3.12197], [-4.59055, 0.93093, 0.76236], [-0.69213, 3.81871, 4.18866], [0.31964, 4.35184, 2.82787], [-1.34522, 4.95484, 2.99481]], "lowdin_charge": [-0.111, -0.160, -0.159, -0.057, 0.108, 0.135, 0.080, 0.098, 0.095, -0.168, -0.039, 0.109, 0.106, 0.074, 0.097, 0.092, -0.153, -0.174, -0.042, 0.131, 0.117, 0.088, 0.094, 0.071, -0.050, 0.130, 0.128, 0.087, 0.088, 0.088, 0.039, 1.088, -0.449, 0.406, 0.006, 0.003, -0.186, -0.182, -0.182, -0.231, 0.335, 0.000, -0.034, -0.206, -0.176, -0.188, 0.039, 0.034, 0.013, 0.034, 0.048, 0.001, 0.029, 0.037, 0.041, 0.029, 0.027, 0.036, 0.032, 0.000, 0.039, 0.040, -0.009, 0.035, -0.028, -0.290, 0.040, -0.105, -0.276, -0.043, -0.082, -0.273, 0.097, 0.069, 0.099, 0.095, 0.099, 0.085, 0.068], "charge": 1, "multiplicity": 1, "e_homo_ev": [-8.9, -9.3], "energy_ha": -1953.46800}